DFT (the ωB97M-V functional and the def2-TZVPD basis) results for 2 unconnected molecules or ions with the total composition CH2F3OPS at a distorted geometry.

Summary:
calculated total energy = -31389.701 eV
energy relative to the best compared isomer or geometry (same formula, charge and spin) = 3.722 eV
gap between HOMO and LUMO (alpha / beta) = 8.3306 / 8.0759 eV
E_LUMO (alpha / beta) = -1.57 / -1.43 eV

```
9
Properties=species:S:1:pos:R:3:forces:R:3
C -3.790 -0.232 -0.052 -1.4 -1.1 0.7
O -1.132 2.549 -0.170 0.2 1.1 0.7
F -4.740 0.462 0.605 1.0 -0.1 -0.6
F -3.435 -1.267 0.729 0.4 0.7 -0.3
F -4.317 -0.750 -1.160 0.4 0.6 0.0
P -0.133 -0.262 0.012 -1.3 -1.3 0.8
S -1.359 1.295 -0.883 -0.9 -1.4 -0.4
H -0.534 -0.198 1.429 -0.3 -0.2 -1.1
H 0.688 0.735 0.323 1.9 1.5 0.2
```
Forces are in eV/Å.

Atom charges from the Löwdin analysis, given in e for atoms 1 to 5: -0.442, -0.625, 0.103, 0.079, 0.108

***

DFT (the ωB97M-V functional and the def2-TZVPD basis) results for C22H31N3O2 in the gas phase.

Summary:
calculated total energy = -31882.636 eV
SMILES = Cc1cc(C(=O)N2CCN(C(=O)C3=CCC3)[C@H]3CCCC[C@@H]3C2)c(C)n1C
energy relative to the best compared isomer or geometry (same formula, charge and spin) = 1.720 eV
gap between HOMO and LUMO = 8.5630 eV
E_LUMO = 0.77 eV

```
58
Properties=species:S:1:pos:R:3:forces:R:3
C -4.443 -2.074 -2.141 0.0 0.0 0.0
C -3.163 -1.331 -1.962 0.0 0.0 0.0
C -1.886 -1.800 -1.837 0.0 0.0 0.0
C -1.020 -0.671 -1.724 0.0 0.0 0.0
C 0.459 -0.642 -1.637 0.0 0.0 0.0
O 1.122 0.090 -2.361 0.0 0.0 0.0
N 1.053 -1.483 -0.722 0.0 0.0 0.0
C 2.503 -1.500 -0.645 0.0 0.0 0.0
C 3.037 -0.872 0.660 0.0 0.0 0.0
N 2.161 0.158 1.202 0.0 0.0 0.0
C 1.907 1.295 0.481 0.1 0.1 0.1
O 0.881 1.946 0.625 0.0 0.0 0.0
C 2.911 1.813 -0.484 -0.1 -0.1 -0.1
C 4.129 1.551 -0.977 0.0 0.1 0.1
C 4.103 2.699 -1.955 0.0 0.0 0.0
C 2.680 2.998 -1.390 0.0 0.0 0.0
C 1.148 -0.336 2.153 0.0 0.0 0.0
C 0.752 0.680 3.220 0.0 0.0 0.0
C -0.148 0.013 4.258 0.0 0.0 0.0
C -1.387 -0.581 3.594 0.0 0.0 0.0
C -0.998 -1.576 2.506 0.0 0.0 0.0
C -0.072 -0.954 1.462 0.0 0.0 0.0
C 0.322 -2.011 0.428 0.0 0.0 0.0
C -1.804 0.456 -1.787 0.0 0.0 0.0
C -1.440 1.898 -1.716 0.0 0.0 0.0
N -3.106 0.045 -1.912 0.0 0.0 0.0
C -4.235 0.940 -2.045 0.0 0.0 0.0
H -4.233 -3.142 -2.177 0.0 0.0 0.0
H -5.141 -1.902 -1.318 0.0 0.0 0.0
H -4.951 -1.803 -3.070 0.0 0.0 0.0
H -1.600 -2.839 -1.868 0.0 0.0 0.0
H 2.862 -2.532 -0.714 0.0 0.0 0.0
H 2.866 -0.949 -1.508 0.0 0.0 0.0
H 3.131 -1.636 1.431 0.0 0.0 0.0
H 4.039 -0.481 0.502 0.0 0.0 0.0
H 4.879 0.794 -0.795 0.0 0.0 0.0
H 4.846 3.481 -1.791 0.0 0.0 0.0
H 4.119 2.404 -3.005 0.0 0.0 0.0
H 1.871 2.855 -2.106 0.0 0.0 0.0
H 2.564 3.958 -0.887 0.0 0.0 0.0
H 1.654 -1.152 2.686 0.0 0.0 0.0
H 1.657 1.078 3.685 0.0 0.0 0.0
H 0.227 1.515 2.760 0.0 0.0 0.0
H 0.403 -0.783 4.773 0.0 0.0 0.0
H -0.435 0.739 5.021 0.0 0.0 0.0
H -2.025 -1.066 4.337 0.0 0.0 0.0
H -1.975 0.228 3.147 0.0 0.0 0.0
H -0.491 -2.435 2.968 0.0 0.0 0.0
H -1.889 -1.969 2.008 0.0 0.0 0.0
H -0.610 -0.154 0.942 0.0 0.0 0.0
H -0.575 -2.527 0.096 0.0 0.0 0.0
H 0.961 -2.768 0.896 0.0 0.0 0.0
H -0.366 1.998 -1.602 0.0 0.0 0.0
H -1.745 2.429 -2.622 0.0 0.0 0.0
H -1.909 2.390 -0.861 0.0 0.0 0.0
H -4.136 1.773 -1.352 0.0 0.0 0.0
H -4.310 1.338 -3.059 0.0 0.0 0.0
H -5.153 0.407 -1.812 0.0 0.0 0.0
```
Forces are in eV/Å.

Atom charges from the Löwdin analysis, given in e for atoms 1 to 5: -0.039, -0.281, -0.003, -0.107, -0.385

***

DFT (the ωB97M-V functional and the def2-TZVPD basis) results for C5H11NO in the gas phase.

Summary:
calculated total energy = -8899.704 eV
SMILES = CCN1C[C@H]1CO
energy relative to the best compared isomer or geometry (same formula, charge and spin) = 1.993 eV
gap between HOMO and LUMO = 10.6394 eV
E_LUMO = 1.10 eV

```
18
Properties=species:S:1:pos:R:3:forces:R:3
C 1.642 -0.825 1.343 0.0 0.0 0.0
C 0.454 -1.399 0.588 0.1 -0.1 0.0
N -0.499 -0.347 0.261 0.1 -0.1 0.1
C -1.354 -0.568 -0.891 -0.2 -0.1 -0.1
C -0.259 0.429 -0.944 0.1 0.1 -0.1
C -0.544 1.924 -0.828 0.1 0.0 -0.4
O -1.140 2.263 0.397 -0.1 -0.1 0.2
H 2.325 -1.621 1.658 -0.1 0.1 -0.1
H 1.301 -0.285 2.232 0.1 -0.1 -0.1
H 2.201 -0.124 0.714 -0.1 -0.1 0.1
H 0.797 -1.924 -0.321 -0.1 0.1 0.1
H -0.072 -2.137 1.206 0.1 0.1 -0.1
H -1.217 -1.495 -1.448 0.0 0.1 0.1
H -2.384 -0.232 -0.791 0.1 0.0 0.0
H 0.616 0.156 -1.537 -0.2 0.0 0.1
H 0.394 2.481 -0.975 -0.1 -0.1 0.1
H -1.231 2.219 -1.631 0.1 0.0 0.0
H -1.030 1.485 0.968 0.0 0.0 0.0
```
Forces are in eV/Å.

Atom charges from the Löwdin analysis, given in e for atoms 1 to 5: -0.088, -0.266, -0.115, -0.092, -0.257

***

DFT (the ωB97M-V functional and the def2-TZVPD basis) results for 2 unconnected molecules or ions with the total composition C20H33FN4O3 at a distorted geometry.

Summary:
calculated total energy = -36097.044 eV
SMILES = CC[C@H](C)[C@H](NC(C)=O)C(=O)NC.CN(C)CCNC(=O)c1ccc(F)cc1
energy relative to the best compared isomer or geometry (same formula, charge and spin) = 0.000 eV
gap between HOMO and LUMO = 8.6400 eV
E_LUMO = 0.24 eV

```
61
Properties=species:S:1:pos:R:3:forces:R:3
C 0.753 0.671 -1.280 0.0 0.2 0.5
C 0.955 1.827 -0.294 -0.4 -0.1 -0.7
C 0.578 3.203 -0.898 0.6 0.1 0.3
C 1.648 4.232 -0.490 -0.5 0.0 -0.2
C -0.835 3.659 -0.442 0.4 -0.4 -0.6
N -1.880 2.688 -0.839 0.2 0.5 1.0
C -2.289 2.388 -2.075 -0.2 -0.4 -0.9
C -3.417 1.390 -2.180 0.1 0.0 0.0
O -1.791 2.852 -3.092 0.3 0.3 -0.1
C -1.143 5.123 -0.811 -0.4 0.7 0.7
O -1.110 5.976 0.072 0.2 -0.3 -0.1
N -1.450 5.425 -2.077 0.1 -0.5 -1.1
C -1.754 6.768 -2.563 0.1 -0.2 0.6
H 1.426 0.784 -2.130 -0.1 -0.1 -0.1
H 0.965 -0.267 -0.773 0.0 -0.2 -0.1
H -0.273 0.638 -1.637 0.0 -0.1 -0.1
H 2.007 1.817 -0.003 0.0 0.2 0.1
H 0.371 1.641 0.608 0.0 0.0 0.1
H 0.603 3.137 -1.987 -0.2 -0.1 0.0
H 2.637 3.884 -0.789 0.0 -0.1 0.0
H 1.473 5.187 -0.986 0.0 0.1 0.1
H 1.631 4.383 0.591 0.1 0.1 0.0
H -0.814 3.655 0.648 -0.2 0.1 0.0
H -2.370 2.233 -0.087 0.0 0.1 0.0
H -4.324 1.826 -1.766 -0.1 -0.1 0.1
H -3.156 0.485 -1.635 -0.2 -0.1 0.1
H -3.577 1.145 -3.229 0.0 0.1 0.1
H -1.479 4.654 -2.738 0.0 0.0 0.1
H -2.726 7.085 -2.180 0.0 0.1 -0.1
H -0.993 7.470 -2.213 -0.1 0.0 0.0
H -1.774 6.774 -3.653 0.0 -0.2 0.2
C -2.139 -2.227 4.383 0.7 -0.6 -0.1
N -0.915 -3.050 4.344 0.4 0.5 0.6
C -1.133 -4.423 4.847 0.1 0.7 -0.6
C -0.197 -2.947 3.056 -0.6 -0.4 0.8
C 1.231 -3.509 3.107 -0.4 -0.1 -0.2
N 1.864 -3.369 1.797 0.6 0.4 -1.0
C 1.519 -4.146 0.706 -1.0 -0.6 1.8
O 0.774 -5.102 0.879 0.1 0.0 -0.2
C 1.998 -3.817 -0.647 0.9 0.8 -1.0
C 1.906 -4.778 -1.670 0.1 0.4 0.0
C 2.328 -4.483 -2.968 0.0 0.0 0.0
C 2.835 -3.222 -3.275 -0.3 -0.1 1.0
F 3.227 -2.941 -4.537 -0.1 -0.1 0.6
C 2.932 -2.257 -2.271 0.1 0.0 -0.2
C 2.528 -2.551 -0.963 0.0 -0.7 -0.6
H -2.882 -2.609 3.674 -0.3 0.0 -0.1
H -2.577 -2.238 5.386 0.1 -0.1 -0.1
H -1.913 -1.188 4.124 0.1 -0.2 0.0
H -1.699 -5.013 4.119 -0.1 -0.2 0.0
H -0.183 -4.927 5.041 -0.1 0.1 -0.1
H -1.693 -4.403 5.787 0.1 0.2 -0.2
H -0.136 -1.895 2.759 -0.1 0.0 0.2
H -0.774 -3.473 2.288 0.1 -0.1 -0.3
H 1.805 -2.968 3.865 0.0 0.0 -0.3
H 1.219 -4.565 3.396 0.0 0.1 -0.2
H 2.483 -2.582 1.635 -0.3 -0.3 0.2
H 1.499 -5.764 -1.456 0.1 0.3 0.1
H 2.252 -5.231 -3.751 0.0 0.1 0.1
H 3.328 -1.277 -2.518 0.0 -0.1 0.0
H 2.621 -1.779 -0.206 0.0 -0.1 -0.2
```
Forces are in eV/Å.

Atom charges from the Löwdin analysis, given in e for atoms 1 to 5: -0.084, -0.211, -0.320, -0.056, -0.166

***

DFT (the ωB97M-V functional and the def2-TZVPD basis) results for a molecular structure, C10H9Cl2N3 at a distorted geometry.

Summary:
calculated total energy = -40027.603 eV
gap between HOMO and LUMO = 7.5991 eV
E_LUMO = -0.47 eV

```
24
Properties=species:S:1:pos:R:3:forces:R:3
C -3.362 -0.163 0.812 -1.3 -1.5 -2.2
C -2.604 0.832 1.385 -0.7 -0.1 2.1
C -2.884 -1.063 -0.171 1.9 1.6 1.2
C -1.255 0.895 1.186 0.2 -0.5 -1.2
C -1.509 -0.886 -0.470 0.3 0.2 0.2
C -0.671 0.088 0.175 -4.7 -0.5 1.6
C 3.069 0.462 0.894 0.0 0.9 1.3
C 3.255 0.793 -0.487 1.5 -1.1 -2.6
C 1.833 0.309 1.362 -1.9 -0.5 -3.4
C 1.290 -0.237 -1.167 -0.2 -0.5 0.2
N 2.568 0.374 -1.481 -0.6 0.1 1.1
N 0.584 0.366 -0.102 6.2 0.9 0.9
N 0.557 -0.390 -2.351 0.2 -0.2 0.9
Cl 1.084 -0.216 2.740 0.4 0.0 0.3
Cl 1.611 -2.060 -0.502 0.6 -0.3 -0.3
H -4.434 -0.285 0.896 -0.1 0.6 0.9
H -3.061 1.418 2.207 0.3 -0.1 -0.8
H -3.543 -1.840 -0.587 0.6 0.5 0.0
H -0.613 1.562 1.730 -0.1 0.4 0.0
H -0.980 -1.421 -1.233 -0.4 -0.8 -0.1
H 4.040 0.453 1.431 -1.2 -0.2 0.3
H 4.261 1.126 -0.839 -0.8 0.3 0.8
H 1.098 -0.160 -3.144 0.5 0.4 -0.8
H -0.330 0.041 -2.284 -0.8 0.4 -0.4
```
Forces are in eV/Å.

Atom charges from the Löwdin analysis, given in e for atoms 1 to 5: -0.117, -0.105, -0.048, -0.080, -0.030

***

DFT (the ωB97M-V functional and the def2-TZVPD basis) results for C24H22N4O5 in the gas phase at a distorted geometry.

Summary:
calculated total energy = -41440.214 eV
SMILES = COc1ccc(CC(=O)Nc2ccc(/C(C)=N/NC(=O)c3cccc([N+](=O)[O-])c3)cc2)cc1
energy relative to the best compared isomer or geometry (same formula, charge and spin) = 0.045 eV
gap between HOMO and LUMO = 7.3998 eV
E_LUMO = -0.75 eV

```
55
Properties=species:S:1:pos:R:3:forces:R:3
C 9.304 0.491 4.293 0.2 0.0 -0.1
O 8.087 0.230 4.948 -0.3 -0.1 0.1
C 7.139 -0.497 4.294 -0.1 -0.1 0.0
C 5.943 -0.699 4.984 0.2 0.1 0.0
C 4.921 -1.425 4.413 0.1 0.0 -0.1
C 5.062 -1.977 3.145 0.0 -0.2 -0.1
C 3.932 -2.736 2.512 0.2 0.4 0.0
C 2.996 -1.794 1.750 0.0 -0.5 0.1
O 3.199 -0.614 1.608 0.0 0.2 0.0
N 1.912 -2.464 1.249 -0.1 -0.4 0.0
C 0.836 -1.971 0.511 -0.3 0.1 -0.2
C 0.678 -0.622 0.199 0.2 0.1 0.1
C -0.416 -0.208 -0.530 -0.2 -0.3 -0.1
C -1.377 -1.117 -0.981 0.5 -0.1 0.3
C -2.527 -0.635 -1.748 -0.6 0.2 -0.4
C -3.298 -1.604 -2.611 0.0 0.3 0.1
N -2.800 0.604 -1.618 0.5 0.1 0.6
N -3.849 1.179 -2.233 -0.5 -0.8 -0.6
C -4.068 2.522 -2.112 0.1 0.1 0.1
O -3.342 3.278 -1.510 0.0 0.0 -0.1
C -5.301 2.999 -2.822 -0.2 0.3 -0.1
C -5.313 4.320 -3.269 0.1 -0.1 0.1
C -6.420 4.845 -3.914 0.1 -0.1 0.1
C -7.541 4.060 -4.115 -0.2 -0.3 0.0
C -7.534 2.751 -3.652 1.0 0.8 0.1
N -8.700 1.921 -3.847 -0.4 -0.3 -0.1
O -9.684 2.435 -4.329 -0.3 0.1 -0.1
O -8.616 0.755 -3.521 -0.1 -0.3 0.1
C -6.429 2.212 -3.005 -0.1 0.0 -0.1
C -1.215 -2.464 -0.658 -0.1 0.3 -0.1
C -0.128 -2.883 0.079 0.2 0.0 0.1
C 6.249 -1.768 2.462 -0.2 -0.1 0.1
C 7.284 -1.040 3.023 0.3 0.2 0.1
H 9.890 1.092 4.987 0.0 0.0 -0.1
H 9.847 -0.434 4.070 0.0 0.0 0.0
H 9.150 1.055 3.368 0.0 0.0 0.0
H 5.840 -0.268 5.967 0.0 0.0 0.1
H 3.999 -1.564 4.958 -0.1 0.0 0.1
H 4.318 -3.474 1.804 -0.1 -0.1 0.0
H 3.350 -3.258 3.276 0.0 -0.1 -0.1
H 1.874 -3.460 1.425 0.1 0.2 0.0
H 1.414 0.090 0.533 0.0 0.0 0.0
H -0.548 0.835 -0.767 0.0 0.1 0.0
H -3.642 -1.121 -3.526 0.0 0.0 0.0
H -4.168 -1.985 -2.075 -0.1 -0.1 0.0
H -2.669 -2.442 -2.895 0.0 0.0 0.0
H -4.470 0.625 -2.821 0.2 0.2 0.2
H -4.435 4.923 -3.092 0.1 0.1 0.0
H -6.410 5.867 -4.259 0.0 0.1 0.0
H -8.420 4.439 -4.614 0.0 0.0 0.0
H -6.500 1.200 -2.634 0.0 0.0 0.0
H -1.951 -3.195 -0.956 -0.1 -0.1 -0.1
H -0.022 -3.930 0.329 0.0 -0.1 0.0
H 6.375 -2.178 1.470 0.0 0.0 -0.1
H 8.192 -0.901 2.458 0.1 0.0 0.0
```
Forces are in eV/Å.

Atom charges from the Löwdin analysis, given in e for atoms 1 to 5: -0.093, -0.085, -0.276, 0.003, -0.029

***

DFT (the ωB97M-V functional and the def2-TZVPD basis) results for C4H5IN2 in the gas phase at a distorted geometry.

Summary:
calculated total energy = -15308.470 eV
SMILES = Cc1n[nH]cc1I
energy relative to the best compared isomer or geometry (same formula, charge and spin) = 1.075 eV
gap between HOMO and LUMO = 9.1571 eV
E_LUMO = 0.49 eV

```
12
Properties=species:S:1:pos:R:3:forces:R:3
C 0.595 -0.324 1.379 0.2 -1.8 0.0
C -0.013 0.320 0.222 -4.2 -1.9 0.0
N 0.632 0.755 -0.803 1.4 1.1 1.9
N -0.243 0.875 -1.734 -0.1 0.6 -4.7
C -1.432 0.275 -1.543 0.1 1.1 0.8
C -1.466 -0.027 -0.230 2.3 -0.4 1.6
I -2.918 -1.146 0.824 0.7 0.7 -0.5
H 1.400 -0.874 0.884 0.1 -0.4 0.6
H 1.066 0.259 2.130 0.1 0.8 0.7
H -0.122 -1.067 1.820 0.8 0.8 -0.2
H 0.088 1.260 -2.622 -0.4 -0.4 0.5
H -2.098 0.226 -2.351 -1.0 -0.1 -0.6
```
Forces are in eV/Å.

Atom charges from the Löwdin analysis, given in e for atoms 1 to 5: -0.070, -0.365, 0.057, -0.075, -0.177

***

DFT (the ωB97M-V functional and the def2-TZVPD basis) results for a molecular structure, CH3IO3S at a distorted geometry.

Summary:
calculated total energy = -26159.381 eV
energy relative to the best compared isomer or geometry (same formula, charge and spin) = 3.350 eV
gap between HOMO and LUMO = 8.3204 eV
E_LUMO = -1.18 eV

```
9
Properties=species:S:1:pos:R:3:forces:R:3
C -0.587 -0.570 0.613 0.4 -0.2 -0.4
O 1.791 -1.693 0.470 0.8 -0.3 0.5
O 1.288 0.383 -0.859 0.2 -0.3 0.3
O -0.879 2.654 -0.525 0.2 -0.4 0.1
S 0.797 -1.210 -0.446 -1.8 1.4 0.1
I 0.136 1.735 -1.706 0.0 0.1 -0.5
H -1.382 -0.183 -0.024 0.0 0.0 0.0
H -0.979 -1.351 1.256 0.1 -0.3 -0.1
H -0.184 0.236 1.220 0.1 0.0 0.0
```
Forces are in eV/Å.

Atom charges from the Löwdin analysis, given in e for atoms 1 to 5: -0.252, -0.452, -0.947, -0.898, 0.814